{
  "formula": "CH2N2O3S",
  "method": "ωB97M-V/def2-TZVPD",
  "species": ["C", "N", "N", "O", "O", "O", "S", "H", "H"],
  "coordinates": [[-0.920823, -0.235724, -0.252310], [-0.997336, 1.173921, -0.121630], [-0.084569, 1.859821, 0.253902], [1.135391, 1.139616, 0.629598], [2.030749, -1.000274, -0.630801], [-0.093600, -0.941909, 0.666911], [1.505499, -0.644125, 0.703252], [-1.864440, -0.755878, -0.016598], [-0.710872, -0.595452, -1.232325]],
  "forces_ev_per_angstrom": [[-0.8, -2.1, 1.1], [-0.8, 0.5, -0.6], [0.8, -1.6, 0.6], [1.5, -0.6, 0.2], [-0.6, 0.5, 2.6], [0.8, -0.5, 1.0], [-1.5, 2.2, -3.6], [-0.1, 1.0, -0.1], [0.6, 0.5, -1.2]],
  "charge": 0,
  "homo_ev": -10.5343,
  "spin_multiplicity": 1,
  "lumo_ev": -0.509,
  "energy_ev": -21023.2515
}